Record 1
DFT (the ωB97M-V functional and the def2-TZVPD basis) results for C41H52CaN2P2SSi2 as an isolated structure.

Results
**Relative energy (zero: lowest compared OMol25 entry of this formula, charge and spin)**: 18.6 kcal/mol
**Largest force on an atom**: 0.4 eV/Å
**Gap between HOMO and LUMO**: 5.47 eV

XYZ file:
```
101
C41H52CaN2P2SSi2 | the OMol25 dataset | the ωB97M-V functional and the def2-TZVPD basis
Ca -0.480 -1.786 0.881
C -1.640 1.456 -0.315
C -0.366 2.078 -0.891
P 0.918 2.535 0.374
C 0.567 4.330 0.587
C 0.284 4.799 1.866
C 0.017 6.143 2.087
C 0.032 7.035 1.026
C 0.323 6.581 -0.255
C 0.591 5.239 -0.470
C 2.413 2.623 -0.683
C 3.640 2.649 -0.022
C 4.830 2.696 -0.730
C 4.813 2.710 -2.117
C 3.600 2.691 -2.789
C 2.410 2.652 -2.077
P -2.163 2.044 1.387
C -1.938 0.452 2.294
C -0.768 0.325 3.050
C -0.456 -0.867 3.703
C -1.325 -1.951 3.631
C -2.506 -1.830 2.896
C -2.803 -0.652 2.223
C -3.985 2.122 1.202
C -4.809 1.890 2.306
C -6.181 2.061 2.220
C -6.760 2.484 1.031
C -5.952 2.746 -0.064
C -4.578 2.570 0.022
H -1.547 0.376 -0.175
H -2.468 1.578 -1.012
H -0.616 2.960 -1.486
H 0.098 1.350 -1.560
H 0.265 4.101 2.694
H -0.203 6.492 3.088
H -0.174 8.084 1.195
H 0.349 7.277 -1.084
H 0.842 4.899 -1.469
H 3.664 2.610 1.061
H 5.772 2.702 -0.198
H 5.742 2.729 -2.673
H 3.580 2.705 -3.872
H 1.476 2.642 -2.625
H -0.077 1.158 3.105
H 0.472 -0.947 4.253
H -1.084 -2.885 4.120
H -3.170 -2.681 2.811
H -3.710 -0.590 1.634
H -4.373 1.571 3.245
H -6.801 1.867 3.086
H -7.832 2.617 0.963
H -6.390 3.097 -0.990
H -3.967 2.808 -0.841
C 3.355 -1.051 -0.864
Si 2.405 -1.452 0.755
C 3.201 -0.307 2.077
C 3.154 -3.165 1.231
C 4.554 -3.224 1.313
C 5.231 -4.385 1.644
C 4.507 -5.542 1.903
C 3.125 -5.506 1.829
C 2.418 -4.339 1.501
Si 0.496 -4.465 1.452
C 0.088 -5.418 3.071
C 0.196 -5.805 0.115
H 4.441 -1.072 -0.725
H 3.092 -0.068 -1.264
H 3.116 -1.799 -1.627
H 4.287 -0.218 1.965
H 3.014 -0.722 3.073
H 2.771 0.697 2.051
H 5.137 -2.329 1.113
H 6.313 -4.390 1.700
H 5.018 -6.463 2.160
H 2.576 -6.420 2.034
H 0.544 -6.414 3.093
H -0.993 -5.558 3.180
H 0.447 -4.883 3.955
H 0.783 -6.710 0.306
H 0.471 -5.437 -0.878
H -0.859 -6.091 0.076
C -3.035 0.050 -5.401
C -3.054 0.622 -3.989
N -3.091 -0.393 -2.948
C -2.047 -1.106 -2.490
S -2.331 -2.260 -1.270
N -0.856 -0.882 -3.048
C 0.390 -1.600 -2.761
C 0.441 -2.994 -3.359
H -2.994 0.855 -6.135
H -3.934 -0.538 -5.584
H -2.177 -0.603 -5.565
H -3.940 1.242 -3.852
H -2.197 1.283 -3.816
H -3.963 -0.597 -2.489
H -0.823 -0.247 -3.829
H 0.558 -1.631 -1.683
H 1.194 -0.976 -3.153
H -0.360 -3.615 -2.962
H 1.393 -3.461 -3.103
H 0.357 -2.958 -4.447
```


Record 2
DFT (the ωB97M-V functional and the def2-TZVPD basis) results for one molecule with the formula C21H17N3O3.

Results
**Relative energy (zero: lowest compared OMol25 entry of this formula, charge and spin)**: 14.8 kcal/mol
**Largest force on an atom**: 1.0 eV/Å
**SMILES string**: Cc1cccc(NC(=O)/C(C#N)=C\c2cn(CC(=O)O)c3ccccc23)c1
**Gap between HOMO and LUMO**: 8.06 eV

XYZ file:
```
44
C21H17N3O3 | the OMol25 dataset | the ωB97M-V functional and the def2-TZVPD basis
C -3.208 -3.193 2.706
C -3.313 -2.361 1.464
C -4.037 -2.817 0.367
C -4.149 -2.038 -0.769
C -3.546 -0.794 -0.841
C -2.818 -0.330 0.248
N -2.162 0.908 0.249
C -1.891 1.726 -0.809
O -2.310 1.586 -1.934
C -0.973 2.849 -0.401
C -1.522 4.140 -0.461
N -1.984 5.190 -0.486
C 0.302 2.647 0.003
C 0.983 1.389 0.053
C 0.667 0.207 -0.587
N 1.566 -0.758 -0.277
C 1.585 -2.089 -0.802
C 2.718 -2.315 -1.803
O 3.192 -3.387 -2.047
O 3.101 -1.180 -2.381
C 2.515 -0.229 0.564
C 3.631 -0.822 1.140
C 4.416 -0.036 1.958
C 4.100 1.302 2.200
C 2.992 1.893 1.632
C 2.186 1.125 0.795
C -2.707 -1.117 1.392
H -2.381 -2.866 3.330
H -3.068 -4.243 2.455
H -4.127 -3.110 3.287
H -4.514 -3.784 0.410
H -4.715 -2.399 -1.615
H -3.635 -0.189 -1.728
H -1.725 1.149 1.129
H 0.881 3.507 0.315
H -0.125 0.002 -1.282
H 1.692 -2.826 0.001
H 0.642 -2.287 -1.322
H 3.813 -1.336 -3.022
H 3.881 -1.855 0.951
H 5.293 -0.462 2.420
H 4.741 1.882 2.847
H 2.758 2.929 1.827
H -2.139 -0.748 2.236
```


Record 3
DFT (the ωB97M-V functional and the def2-TZVPD basis) results for a 2-piece molecular cluster, C4H3O2 overall at a distorted geometry.

Results
**Relative energy (zero: lowest compared OMol25 entry of this formula, charge and spin)**: 15.3 kcal/mol
**Largest force on an atom**: 1.5 eV/Å
**Spin multiplicity**: 2
**Gap between HOMO and LUMO (spin up / spin down)**: 9.46 / 9.86 eV

XYZ file:
```
9
C4H3O2 | the OMol25 dataset | the ωB97M-V functional and the def2-TZVPD basis
O -2.197 -1.785 -0.922
C -1.387 -1.092 -1.492
C -0.319 -0.399 -0.792
C 0.525 0.254 -0.211
H -1.432 -0.899 -2.582
C 1.564 0.936 0.538
O 1.366 1.434 1.625
H 2.576 0.880 0.090
H -0.696 0.671 3.746
```


Record 4
DFT (the ωB97M-V functional and the def2-TZVPD basis) results for a 6-piece molecular cluster, H12O6 overall at a distorted geometry.

Results
**Relative energy (zero: lowest compared OMol25 entry of this formula, charge and spin)**: 68.5 kcal/mol
**Largest force on an atom**: 7.0 eV/Å
**SMILES string**: O.O.O.O.O.O
**Gap between HOMO and LUMO**: 10.67 eV

XYZ file:
```
18
H12O6 | the OMol25 dataset | the ωB97M-V functional and the def2-TZVPD basis
O 1.274 -0.910 -2.886
H 2.176 -0.812 -2.873
H 1.196 -1.186 -1.848
O -0.504 0.012 2.002
H -1.559 0.084 1.998
H -0.255 0.536 2.677
O -1.946 -2.640 1.589
H -2.260 -2.820 0.592
H -1.905 -1.742 1.716
O 1.796 2.449 0.434
H 2.509 2.122 0.978
H 2.329 2.957 -0.250
O 0.783 -0.081 -0.173
H 0.914 0.869 -0.234
H 0.030 -0.253 0.418
O -1.811 0.109 -1.359
H -2.045 1.109 -1.354
H -0.721 0.199 -1.425
```


Record 5
DFT (the ωB97M-V functional and the def2-TZVPD basis) results for C29H35AsCrN3O2S as an isolated structure.

Results
**Largest force on an atom**: 0.5 eV/Å
**Net charge**: +1
**Spin multiplicity**: 3
**Gap between HOMO and LUMO (spin up / spin down)**: 8.04 / 7.18 eV

XYZ file:
```
72
C29H35AsCrN3O2S | the OMol25 dataset | the ωB97M-V functional and the def2-TZVPD basis
Cr 0.697 -1.393 -0.065
C 3.556 -2.317 0.539
N 2.841 -1.082 0.163
C 3.136 -0.042 1.173
C 3.282 -0.612 -1.175
C 2.639 -1.436 -2.270
N 1.160 -1.318 -2.219
C 0.727 -0.068 -2.880
C 0.554 -2.456 -2.950
H 4.635 -2.130 0.576
H 3.345 -3.114 -0.165
H 3.215 -2.638 1.521
H 4.203 0.201 1.175
H 2.855 -0.417 2.156
H 2.554 0.850 0.958
H 4.374 -0.643 -1.261
H 2.976 0.430 -1.270
H 2.888 -2.489 -2.143
H 3.024 -1.125 -3.248
H 0.964 -0.107 -3.948
H 1.215 0.792 -2.436
H -0.344 0.056 -2.757
H 0.894 -2.462 -3.991
H -0.530 -2.352 -2.938
H 0.820 -3.392 -2.469
O 0.861 -3.364 -0.137
N 0.435 -4.122 0.889
C 0.633 -5.449 0.771
C 0.226 -6.306 1.752
C -0.404 -5.780 2.881
C -0.594 -4.427 2.977
C -0.158 -3.555 1.961
S -0.346 -1.842 1.999
H 1.125 -5.748 -0.141
H 0.401 -7.367 1.636
H -0.741 -6.436 3.675
H -1.077 -3.981 3.836
O 0.296 0.618 -0.043
As -0.871 1.795 0.112
C -2.427 1.314 -0.862
C -3.238 0.315 -0.326
C -4.340 -0.119 -1.044
C -4.627 0.444 -2.284
C -3.816 1.440 -2.814
C -2.706 1.881 -2.104
C -1.355 1.980 1.935
C -0.728 1.166 2.870
C -1.069 1.287 4.210
C -2.026 2.215 4.600
C -2.652 3.024 3.655
C -2.320 2.907 2.315
C -0.205 3.441 -0.559
C -1.043 4.537 -0.756
C -0.506 5.731 -1.215
C 0.857 5.825 -1.474
C 1.688 4.730 -1.270
C 1.158 3.533 -0.810
H -3.008 -0.127 0.637
H -4.974 -0.898 -0.640
H -5.492 0.102 -2.841
H -4.044 1.872 -3.781
H -2.065 2.647 -2.520
H 0.016 0.444 2.555
H -0.590 0.652 4.946
H -2.292 2.307 5.645
H -3.402 3.742 3.963
H -2.821 3.529 1.583
H -2.108 4.469 -0.567
H -1.151 6.587 -1.372
H 1.274 6.760 -1.830
H 2.750 4.811 -1.460
H 1.796 2.680 -0.629
```


Record 6
DFT (the ωB97M-V functional and the def2-TZVPD basis) results for C19H20As2I2NOPt as an isolated structure.

Results
**Relative energy (zero: lowest compared OMol25 entry of this formula, charge and spin)**: 21.0 kcal/mol
**Largest force on an atom**: 0.9 eV/Å
**Net charge**: +1
**Gap between HOMO and LUMO**: 6.92 eV

XYZ file:
```
46
C19H20As2I2NOPt | the OMol25 dataset | the ωB97M-V functional and the def2-TZVPD basis
Pt 0.376 1.013 0.838
C -2.681 3.198 0.518
As -1.294 2.179 -0.355
C -0.572 3.322 -1.720
C -2.256 0.731 -1.193
C -2.961 0.861 -2.381
C -3.635 -0.233 -2.905
C -3.621 -1.448 -2.235
C -2.937 -1.576 -1.034
C -2.247 -0.489 -0.513
As -1.315 -0.593 1.189
C -2.762 -0.666 2.473
C -0.542 -2.362 1.232
H -3.426 3.482 -0.224
H -2.253 4.092 0.968
H -3.149 2.591 1.289
H -1.353 3.630 -2.413
H 0.213 2.772 -2.236
H -0.148 4.201 -1.239
H -2.978 1.805 -2.912
H -4.172 -0.138 -3.840
H -4.146 -2.299 -2.648
H -2.941 -2.529 -0.519
H -3.470 -1.437 2.171
H -3.263 0.299 2.503
H -2.366 -0.896 3.461
H -1.324 -3.118 1.199
H 0.030 -2.478 2.151
H 0.121 -2.472 0.375
I 3.280 1.482 -3.435
C 3.576 0.376 -1.702
C 4.637 -0.544 -1.621
C 4.876 -1.268 -0.483
I 6.514 -2.559 -0.428
C 4.017 -1.120 0.634
C 4.169 -1.762 1.882
C 3.285 -1.518 2.901
C 2.190 -0.677 2.672
N 2.004 -0.086 1.510
C 2.920 -0.241 0.505
C 2.717 0.580 -0.640
O 1.750 1.471 -0.647
H 5.286 -0.661 -2.478
H 5.004 -2.434 2.031
H 3.406 -1.980 3.870
H 1.441 -0.502 3.433
```


Record 7
DFT (the ωB97M-V functional and the def2-TZVPD basis) results for a 2-piece molecular cluster, C2H8N2 overall at a distorted geometry.

Results
**Relative energy (zero: lowest compared OMol25 entry of this formula, charge and spin)**: 41.7 kcal/mol
**Largest force on an atom**: 3.1 eV/Å
**SMILES string**: C=N.CN
**Gap between HOMO and LUMO**: 9.89 eV

XYZ file:
```
12
C2H8N2 | the OMol25 dataset | the ωB97M-V functional and the def2-TZVPD basis
C 2.497 1.015 -0.141
N 1.623 0.800 -1.019
H 2.179 1.331 0.860
H 3.423 1.446 -0.465
H 2.090 0.548 -1.864
C -1.838 -0.227 0.433
N -1.673 -1.638 0.457
H -1.016 0.338 1.093
H -2.832 0.000 0.881
H -1.969 0.184 -0.574
H -0.742 -1.788 0.836
H -1.742 -2.010 -0.497
```


Record 8
DFT (the ωB97M-V functional and the def2-TZVPD basis) results for one molecule with the formula C26H25N5O2S at a distorted geometry.

Results
**Relative energy (zero: lowest compared OMol25 entry of this formula, charge and spin)**: 0.0 kcal/mol
**Largest force on an atom**: 1.1 eV/Å
**SMILES string**: Cn1c(SCC(=O)Nc2ccccc2)nnc1-c1ccc(NC(=O)CCc2ccccc2)cc1
**Gap between HOMO and LUMO**: 8.77 eV

XYZ file:
```
59
C26H25N5O2S | the OMol25 dataset | the ωB97M-V functional and the def2-TZVPD basis
C 3.714 2.451 -2.521
N 4.011 1.052 -2.402
C 4.971 0.379 -3.105
S 5.821 1.085 -4.464
C 4.793 0.305 -5.781
C 3.338 0.399 -5.355
O 2.709 1.431 -5.454
N 2.861 -0.751 -4.810
C 1.660 -0.919 -4.099
C 0.591 -0.037 -4.209
C -0.543 -0.238 -3.443
C -0.625 -1.307 -2.569
C 0.434 -2.194 -2.472
C 1.568 -2.009 -3.237
N 5.028 -0.869 -2.733
N 4.112 -1.046 -1.781
C 3.484 0.093 -1.583
C 2.352 0.220 -0.687
C 1.289 1.083 -0.945
C 0.197 1.105 -0.105
C 0.134 0.269 1.009
N -1.003 0.341 1.813
C -1.301 -0.353 2.956
O -0.578 -1.175 3.466
C -2.664 0.032 3.512
C -2.973 -0.726 4.807
C -4.335 -0.353 5.316
C -4.501 0.739 6.158
C -5.760 1.109 6.596
C -6.873 0.392 6.193
C -6.720 -0.698 5.353
C -5.459 -1.065 4.917
C 1.191 -0.605 1.263
C 2.280 -0.627 0.419
H 4.631 2.982 -2.783
H 3.332 2.826 -1.573
H 2.982 2.617 -3.316
H 4.970 0.908 -6.669
H 5.139 -0.717 -5.925
H 3.515 -1.514 -4.686
H 0.653 0.802 -4.883
H -1.369 0.453 -3.533
H -1.510 -1.452 -1.967
H 0.380 -3.032 -1.793
H 2.400 -2.691 -3.145
H 1.285 1.708 -1.824
H -0.627 1.772 -0.320
H -1.696 1.007 1.496
H -3.427 -0.192 2.762
H -2.682 1.109 3.699
H -2.208 -0.486 5.546
H -2.919 -1.797 4.606
H -3.633 1.300 6.479
H -5.873 1.959 7.254
H -7.857 0.679 6.536
H -7.584 -1.264 5.038
H -5.343 -1.919 4.264
H 1.146 -1.260 2.115
H 3.095 -1.309 0.598
```


Record 9
DFT (the ωB97M-V functional and the def2-TZVPD basis) results for C36H32BrP2Y as an isolated structure at a distorted geometry.

Results
**Relative energy (zero: lowest compared OMol25 entry of this formula, charge and spin)**: 0.0 kcal/mol
**Largest force on an atom**: 5.8 eV/Å
**Net charge**: +2
**Gap between HOMO and LUMO**: 6.92 eV

XYZ file:
```
72
C36H32BrP2Y | the OMol25 dataset | the ωB97M-V functional and the def2-TZVPD basis
C 0.592 -1.126 -1.810
C -0.440 -1.609 -0.976
C -1.754 -1.730 -1.485
C -2.008 -1.468 -2.834
C -0.951 -1.170 -3.678
C 0.348 -0.966 -3.170
P 0.055 -2.128 0.730
C -1.368 -3.140 1.210
C -2.432 -2.571 1.982
C -3.457 -3.463 2.341
C -3.396 -4.813 2.002
C -2.328 -5.328 1.249
C -1.272 -4.493 0.884
Y -1.275 0.165 1.010
P 0.264 2.183 0.390
C -1.288 2.039 -0.612
C -1.150 2.234 -2.002
C -2.251 2.171 -2.856
C -3.511 1.838 -2.350
C -3.652 1.473 -1.029
C -2.589 1.572 -0.114
C -0.141 3.350 1.736
C 0.649 3.352 2.909
C 0.330 4.227 3.947
C -0.770 5.090 3.846
C -1.525 5.082 2.676
C -1.226 4.224 1.626
C 1.861 2.302 -0.401
C 2.941 1.380 -0.217
C 4.185 1.648 -0.819
C 4.332 2.835 -1.585
C 3.277 3.754 -1.741
C 2.046 3.494 -1.133
C 1.669 -2.895 0.809
C 2.086 -3.623 -0.317
C 3.297 -4.299 -0.275
C 4.087 -4.206 0.881
C 3.735 -3.402 1.990
C 2.509 -2.713 1.953
H 1.516 2.691 2.982
H 0.970 4.268 4.832
H -0.977 5.801 4.660
H -2.321 5.812 2.573
H -1.777 4.254 0.690
H -0.155 2.446 -2.394
H -2.129 2.362 -3.929
H -4.379 1.811 -3.015
H -4.609 1.083 -0.685
H -2.834 1.484 1.006
H 2.794 0.472 0.400
H 5.046 0.957 -0.692
H 5.309 3.046 -2.015
H 3.415 4.675 -2.324
H 1.202 4.178 -1.197
H 1.433 -3.643 -1.188
H 3.620 -4.896 -1.130
H 5.012 -4.771 0.961
H 4.390 -3.316 2.881
H 2.162 -2.057 2.773
H -2.336 -1.584 2.521
H -4.307 -3.143 2.947
H -4.187 -5.482 2.367
H -2.314 -6.391 1.019
H -0.344 -4.865 0.419
H -2.536 -2.183 -0.868
H -3.025 -1.560 -3.231
H -1.156 -1.045 -4.751
H 1.232 -0.719 -3.783
H 1.622 -1.017 -1.439
H -0.194 1.093 -4.469
H 0.475 0.972 -4.134
Br -0.095 -0.003 3.446
```


Record 10
DFT (the ωB97M-V functional and the def2-TZVPD basis) results for an isolated ion of composition C5H13N2 and charge +1 at a distorted geometry.

Results
**Relative energy (zero: lowest compared OMol25 entry of this formula, charge and spin)**: 55.2 kcal/mol
**Largest force on an atom**: 2.7 eV/Å
**SMILES string**: C=C(N)C[C@H](C)[NH3+]
**Net charge**: +1
**Gap between HOMO and LUMO**: 9.47 eV

XYZ file:
```
20
C5H13N2 | the OMol25 dataset | the ωB97M-V functional and the def2-TZVPD basis
C 0.055 1.911 -1.441
C 0.105 1.337 -0.231
N -0.706 1.789 0.903
C 0.924 0.156 0.147
C 0.055 -1.100 0.505
C 0.830 -2.367 0.656
N -1.023 -1.250 -0.540
H 0.837 1.958 -2.185
H -0.911 2.348 -1.716
H -1.581 2.154 0.552
H -0.182 2.531 1.346
H 1.537 0.291 1.047
H 1.722 -0.264 -0.481
H -0.498 -0.778 1.380
H 1.083 -2.575 -0.412
H 0.189 -3.161 1.007
H 1.770 -2.239 1.182
H -1.641 -2.043 -0.358
H -1.591 -0.404 -0.632
H -0.592 -1.349 -1.465
```